# C4H3NO

C4H3NO in the gas phase at a distorted geometry (the ωB97M-V functional and the def2-TZVPD basis, the Open Molecules 2025 dataset).

Kohn-Sham gap: 10.71 eV
total charge: 0
SMILES: C#C[C@H](O)C#N
lowest unoccupied orbital energy: -0.304 eV
ΔE to the lowest compared entry with this formula, charge and spin: 62.47 kcal/mol
spin multiplicity: 1

Cartesian coordinates (Å):
O: -1.124 -0.798 1.007
N: 1.476 1.370 1.860
C: -0.014 -0.227 0.395
C: 0.800 0.660 1.249
C: -0.005 0.127 -1.971
C: -0.347 0.498 -0.875
H: 0.405 -0.432 -2.774
H: 0.633 -1.065 0.104
H: -1.823 -0.133 1.005

# C56H53AsN4O2PPdSTe

C56H53AsN4O2PPdSTe as an isolated structure at a distorted geometry (the ωB97M-V functional and the def2-TZVPD basis, the Open Molecules 2025 dataset).

Kohn-Sham gap (spin up / spin down): 4.66 / 4.34 eV
total charge: +2
lowest unoccupied orbital energy (spin up / spin down): -7.598 / -7.926 eV
ΔE to the lowest compared entry with this formula, charge and spin: 58.70 kcal/mol
spin multiplicity: 2

Cartesian coordinates (Å):
Te: 2.696 1.135 -1.684
Pd: 1.242 -1.297 0.789
As: -4.068 1.160 0.890
S: 3.020 -2.357 -0.384
P: -0.901 -2.196 0.581
O: 0.584 0.355 1.948
O: 1.494 -1.116 7.519
N: 1.248 0.782 -0.114
N: 2.877 -2.910 7.763
N: 4.352 -0.129 0.770
N: 2.434 -1.877 2.787
C: 2.088 -3.098 4.810
C: -5.847 -2.147 2.844
C: 4.046 0.412 -4.380
C: -2.360 0.200 1.106
C: -4.921 -1.198 2.414
C: 1.676 4.925 1.577
C: -2.402 -3.812 2.262
C: 1.155 3.111 -3.289
C: 1.795 3.618 1.137
C: -3.574 1.954 -3.182
C: -0.312 4.321 2.802
C: 0.969 1.248 1.114
C: -6.605 -0.188 1.032
C: 0.446 -0.670 -3.409
C: 0.619 5.276 2.412
C: -4.809 -0.108 -3.112
C: -1.331 -5.643 -2.365
C: -2.227 -1.006 0.178
C: 0.879 2.656 1.540
C: -7.526 -1.140 1.455
C: 5.658 4.205 -3.054
C: -4.809 -0.060 -1.719
C: 6.826 4.524 -5.272
C: -7.147 -2.119 2.365
C: 2.846 -0.825 3.516
C: -1.451 -2.597 4.592
C: 4.287 2.318 -2.676
C: -0.723 -5.850 -1.130
C: -0.749 2.716 -4.674
C: 4.842 3.492 -2.176
C: -2.886 -4.201 3.500
C: -2.410 -3.600 4.662
C: -0.583 -4.795 -0.248
C: 1.252 1.735 -3.054
C: 2.439 -1.986 5.556
C: -1.430 -2.809 2.187
C: -1.791 -4.379 -2.720
C: -4.185 0.994 -1.050
C: -1.664 -3.317 -1.837
C: -0.180 3.008 2.378
C: 2.080 -2.993 3.434
C: 3.861 -1.106 0.386
C: 5.939 3.741 -4.334
C: 4.590 4.020 -0.797
C: -3.570 1.999 -1.792
C: 2.239 -1.951 7.048
C: 0.352 0.823 -3.625
C: 2.842 -0.834 4.893
C: -0.963 -2.197 3.357
C: 4.580 1.757 -3.915
C: 0.149 3.603 -4.104
C: 5.408 2.516 -4.733
C: -4.198 0.904 -3.844
C: -1.075 -3.526 -0.587
C: -0.646 1.348 -4.433
C: -5.288 -0.229 1.484
H: -2.779 -4.285 1.362
H: -1.572 0.918 0.912
H: -5.297 -0.930 -3.623
H: -0.183 -1.205 -4.120
H: -0.241 -1.394 3.301
H: -0.107 -4.954 0.714
H: -2.249 -4.219 -3.688
H: -8.544 -1.109 1.084
H: 0.127 -0.935 -2.403
H: -1.359 0.669 -4.890
H: 3.561 -3.517 7.350
H: -4.224 0.881 -4.928
H: -2.041 -2.342 -2.122
H: -2.792 -3.913 5.627
H: -2.290 -0.082 2.156
H: 3.601 4.475 -0.737
H: -1.086 -2.124 5.497
H: 4.121 -0.343 -3.595
H: 1.774 -3.831 2.820
H: 7.712 3.942 -5.536
H: -1.531 3.087 -5.326
H: 6.084 5.146 -2.721
H: 4.615 0.056 -5.238
H: -5.298 -0.849 -1.160
H: 0.073 4.666 -4.292
H: 5.317 4.787 -0.538
H: 2.622 3.331 0.522
H: -5.550 -2.900 3.565
H: -0.894 2.255 2.689
H: -6.918 0.589 0.345
H: 7.150 5.463 -4.826
H: 2.403 5.673 1.277
H: 3.138 0.048 5.448
H: 3.000 0.493 -4.689
H: 1.873 3.794 -2.847
H: -1.146 4.602 3.433
H: 4.669 3.224 -0.054
H: -3.097 2.832 -1.281
H: 1.776 -4.020 5.286
H: 3.188 0.042 2.969
H: 0.526 6.297 2.761
H: 2.802 -2.882 8.768
H: -3.645 -4.972 3.556
H: -7.872 -2.843 2.717
H: -2.061 -0.641 -0.836
H: 6.298 4.748 -6.202
H: -1.447 -6.469 -3.055
H: -3.125 -1.629 0.193
H: -3.109 2.754 -3.747
H: -3.913 -1.225 2.818
H: 1.468 -1.032 -3.531
H: 5.652 2.123 -5.717
H: -0.359 -6.835 -0.862

# C36H31F2IrN5O3S

C36H31F2IrN5O3S as an isolated structure at a distorted geometry (the ωB97M-V functional and the def2-TZVPD basis, the Open Molecules 2025 dataset).

Kohn-Sham gap (spin up / spin down): 6.98 / 5.09 eV
total charge: +2
lowest unoccupied orbital energy (spin up / spin down): -6.047 / -7.854 eV
ΔE to the lowest compared entry with this formula, charge and spin: 24.95 kcal/mol
spin multiplicity: 2

Cartesian coordinates (Å):
Ir: 0.076 0.184 0.046
S: 1.078 1.051 -4.468
F: 2.543 -0.783 4.612
F: -2.038 -0.092 4.985
O: -4.800 -1.899 0.261
O: 0.706 2.699 1.180
O: -4.515 4.538 1.465
N: -1.391 1.474 -0.019
N: -3.243 0.133 0.365
N: 0.393 0.297 -2.149
N: 2.097 -0.234 0.432
N: -3.461 2.426 0.471
C: -6.985 2.049 -0.725
C: -6.737 4.058 0.583
C: -5.397 3.767 0.781
C: 0.146 3.369 0.148
C: -0.929 2.745 -0.491
C: -2.705 1.348 0.272
C: -5.011 5.736 2.065
C: 1.300 -0.345 2.647
C: -0.024 5.186 -1.423
C: 0.513 -0.548 -4.279
C: -2.630 -1.104 0.108
C: 1.653 3.373 2.011
C: 0.045 -0.076 2.057
C: -1.086 4.557 -2.071
C: 0.195 -0.781 -2.984
C: -7.527 3.191 -0.161
C: 2.442 -0.423 1.735
C: -3.501 -2.215 0.074
C: -0.756 -2.558 -0.253
C: -1.267 -1.271 -0.059
C: 0.865 1.329 -2.817
C: -5.641 1.753 -0.539
C: 0.264 -0.433 4.849
C: 4.735 -0.644 1.078
C: -1.527 3.336 -1.604
C: 0.591 4.603 -0.328
C: 1.367 -0.517 4.030
C: 3.777 -0.631 2.074
C: -2.988 -3.480 -0.121
C: 3.037 -0.254 -0.532
C: -1.612 -3.641 -0.279
C: -4.852 2.599 0.224
C: 4.366 -0.450 -0.249
C: -1.078 -0.009 2.860
C: -5.747 -2.973 0.328
C: -0.943 -0.178 4.231
H: -5.780 -3.506 -0.622
H: -3.639 -4.341 -0.142
H: 0.437 -1.226 -5.113
H: 2.573 3.583 1.461
H: 1.863 2.687 2.826
H: -7.171 4.951 1.007
H: -2.346 2.822 -2.093
H: -0.205 -1.698 -2.583
H: 5.772 -0.805 1.339
H: 4.057 -0.782 3.102
H: -5.229 0.873 -1.014
H: -1.558 5.014 -2.929
H: -4.223 0.081 0.623
H: -8.572 3.424 -0.304
H: -5.489 -3.654 1.140
H: 2.687 -0.113 -1.543
H: -4.167 6.184 2.579
H: 0.343 -0.575 5.916
H: -2.977 3.291 0.682
H: -5.796 5.507 2.786
H: 1.230 4.297 2.405
H: -5.387 6.422 1.305
H: 0.313 -2.713 -0.345
H: -7.600 1.386 -1.317
H: 5.092 -0.464 -1.049
H: -2.067 0.174 2.476
H: -6.707 -2.511 0.527
H: -1.213 -4.637 -0.415
H: 0.331 6.145 -1.776
H: 1.110 2.274 -2.356
H: 1.415 5.106 0.157

# C23H21Cl2N4O9S2W

C23H21Cl2N4O9S2W as an isolated structure at a distorted geometry (the ωB97M-V functional and the def2-TZVPD basis, the Open Molecules 2025 dataset).

Kohn-Sham gap (spin up / spin down): 5.37 / 5.57 eV
total charge: 0
lowest unoccupied orbital energy (spin up / spin down): -2.660 / -2.495 eV
ΔE to the lowest compared entry with this formula, charge and spin: 562.52 kcal/mol
spin multiplicity: 2

Cartesian coordinates (Å):
W: 0.050 0.036 -0.146
Cl: -1.178 0.881 -2.392
Cl: -2.159 3.094 -0.545
S: -1.987 -1.889 -2.616
S: 0.512 1.645 -2.378
O: 1.283 -1.114 -1.135
O: 0.977 2.004 -0.304
O: 1.904 1.298 -2.775
O: 2.120 -3.159 -0.681
O: -0.865 -1.653 0.491
O: 3.347 3.320 -0.038
O: 1.424 -0.255 1.296
O: 2.501 3.885 -4.329
O: 2.453 -2.113 2.038
N: -0.241 -0.803 -4.255
N: -2.187 1.567 -3.367
N: -2.075 -0.212 1.824
N: -1.060 0.682 1.461
C: 1.915 -1.527 1.156
C: -5.180 -3.035 2.042
C: -3.148 2.143 -4.270
C: 1.575 4.455 2.934
C: 2.518 4.363 1.915
C: -0.797 1.726 2.161
C: 0.508 3.262 -3.020
C: 0.308 2.642 1.941
C: -4.170 -2.090 2.007
C: -2.775 -3.638 0.789
C: -4.991 -4.280 1.454
C: 2.368 3.439 0.896
C: -2.068 0.150 -1.332
C: 0.111 -2.100 -4.818
C: -1.909 -1.369 1.254
C: -0.950 -0.561 -3.174
C: 0.510 3.584 2.964
C: 1.214 2.644 0.852
C: -2.964 -2.391 1.378
C: 3.870 1.995 -0.227
C: 1.787 -2.077 -0.332
C: -3.790 -4.581 0.830
C: 1.576 3.590 -3.726
H: 3.538 1.334 0.575
H: -3.741 2.866 -3.708
H: 1.700 5.186 3.721
H: -0.218 3.998 -2.700
H: 0.351 -0.043 -4.583
H: -0.194 3.616 3.786
H: 4.955 2.078 -0.197
H: -5.787 -5.013 1.478
H: -1.434 1.908 3.022
H: 1.178 -2.270 -4.687
H: -1.836 -3.855 0.297
H: -3.815 1.370 -4.663
H: 3.549 1.599 -1.187
H: -1.476 1.835 -1.461
H: -6.122 -2.796 2.519
H: -0.438 -2.885 -4.310
H: -2.664 2.653 -5.106
H: -0.144 -2.112 -5.876
H: -4.300 -1.114 2.454
H: 3.397 4.995 1.903
H: -3.645 -5.547 0.365

# C5H7NO

C5H7NO in the gas phase at a distorted geometry (the ωB97M-V functional and the def2-TZVPD basis, the Open Molecules 2025 dataset).

Kohn-Sham gap (spin up / spin down): 8.96 / 8.96 eV
total charge: 0
lowest unoccupied orbital energy (spin up / spin down): 0.435 / 0.426 eV
ΔE to the lowest compared entry with this formula, charge and spin: 177.17 kcal/mol
spin multiplicity: 1

Cartesian coordinates (Å):
O: 2.266 0.362 -0.262
N: 2.348 1.632 -0.418
C: 0.823 -1.329 0.947
C: -1.648 0.337 -0.177
C: 0.940 -0.065 0.010
C: -0.251 0.936 0.066
C: 0.725 -1.494 -0.338
H: -0.189 1.558 -0.754
H: -1.559 -0.093 -1.174
H: -2.481 1.177 -0.184
H: -0.125 1.495 0.989
H: -2.118 -0.597 0.405
H: 0.446 -2.206 -1.051
H: 0.822 -1.714 1.940

# C9H10N2O2

C9H10N2O2 in the gas phase at a distorted geometry (the ωB97M-V functional and the def2-TZVPD basis, the Open Molecules 2025 dataset).

Kohn-Sham gap: 9.11 eV
total charge: 0
SMILES: CO[C@H](c1ncc[nH]1)c1ccco1
lowest unoccupied orbital energy: 0.803 eV
ΔE to the lowest compared entry with this formula, charge and spin: 79.79 kcal/mol
spin multiplicity: 1

Cartesian coordinates (Å):
O: -0.682 0.819 -1.360
O: 1.260 -1.946 -0.334
N: -2.138 -0.857 1.330
N: -1.263 1.155 1.257
C: 0.843 -0.704 -0.254
C: -1.343 -0.068 0.711
C: 1.889 0.123 0.043
C: -0.507 -0.367 -0.667
C: -0.242 1.006 -2.675
C: -2.573 -0.153 2.425
C: 2.991 -0.705 0.158
C: -1.989 1.095 2.403
C: 2.558 -1.951 -0.145
H: -1.202 -1.147 -1.178
H: 3.074 -2.794 -0.164
H: -0.515 0.122 -3.119
H: -2.200 1.755 3.186
H: -0.850 1.862 0.646
H: 0.928 1.076 -2.729
H: -3.219 -0.732 3.039
H: 3.981 -0.506 0.373
H: 1.904 1.134 0.158
H: -0.703 1.783 -3.105